Entry 1:
8
Properties=species:S:1:pos:R:3:forces:R:3 method="wB97M-V/def2-TZVPD" e_homo_ev=-8.5 de_lowest_ev=0.365 charge=0 total_energy_ev=-152402.404 lumo_ev=0.3
N 1.209976 -0.518104 0.188103 0.382 -0.520 -0.079
N 0.336891 0.543591 0.014897 -2.670 -0.002 -1.014
P -1.368147 -0.007024 -0.889156 2.367 0.333 0.968
Br -2.598479 1.567815 0.017145 -0.081 0.251 0.072
Br -1.719467 -1.705820 0.459738 -0.119 -0.112 0.029
H 1.383748 -0.658602 1.174532 0.165 0.112 -0.186
H 2.061632 -0.490258 -0.361210 -0.233 0.063 0.108
H 0.693845 1.268401 -0.604051 0.188 -0.124 0.101

---

Entry 2:
52
Properties=species:S:1:pos:R:3:forces:R:3 method="wB97M-V/def2-TZVPD" e_homo_ev="-6.9 / -6.9" charge=0 total_energy_ev=-107039.865 lumo_ev="-1.2 / -1.3"
Pd -0.023420 0.078572 0.003406 0.357 -5.438 -1.349
C -3.265910 -0.761323 -3.114295 0.174 0.158 0.209
C -2.102108 -1.075619 -2.184028 0.226 -0.356 0.090
O -1.623538 -0.137979 -1.475189 -0.155 1.130 0.205
C -1.666576 -2.387330 -2.201324 -0.151 0.225 -0.067
C -0.617484 -2.909780 -1.435874 0.123 0.228 0.177
C -0.294292 -4.371308 -1.598575 0.065 0.085 0.086
N 0.100857 -2.210471 -0.587697 -0.543 2.469 0.291
N 1.074878 -2.854824 0.074052 1.311 -0.704 0.928
C 1.776562 -2.146249 0.909826 -1.420 -0.678 -1.453
O 1.552754 -0.896083 1.094501 -0.111 1.777 0.440
C 2.862125 -2.816952 1.662176 0.284 -0.028 0.247
C 3.643655 -2.104722 2.569918 -0.238 0.065 -0.192
C 4.657171 -2.725849 3.273759 0.140 -0.039 0.114
C 4.914472 -4.072756 3.088177 -0.005 0.018 -0.001
C 4.143650 -4.791892 2.187766 0.057 -0.056 0.035
C 3.128660 -4.173098 1.481910 -0.045 0.049 -0.026
H -3.564228 0.281431 -3.057924 0.037 0.081 0.057
H -4.117286 -1.386902 -2.852521 -0.062 -0.011 -0.005
H -2.982366 -0.992751 -4.139226 -0.010 0.005 -0.065
H -2.182136 -3.063607 -2.863149 -0.001 -0.104 -0.033
H -0.952553 -4.840489 -2.322987 -0.085 0.076 -0.052
H -0.395273 -4.873111 -0.638552 0.085 -0.058 0.042
H 0.738291 -4.479413 -1.923582 0.072 -0.063 0.058
H 3.455815 -1.055255 2.725805 -0.034 0.072 -0.009
H 5.251288 -2.155901 3.972588 0.050 0.067 0.064
H 5.708016 -4.556638 3.640004 0.034 -0.035 0.019
H 4.342290 -5.843280 2.040954 -0.030 -0.095 -0.056
H 2.529015 -4.730179 0.782146 -0.095 -0.066 -0.104
Se 0.090310 7.861149 2.487450 -0.004 -0.465 -0.146
N -0.904226 6.964071 1.335317 -0.411 -0.562 -0.535
C -0.497363 5.704808 1.308657 0.049 1.445 0.485
C -1.075805 4.683527 0.485547 -0.159 -0.995 -0.444
C -2.144087 4.934063 -0.380121 0.131 -0.237 0.042
C -2.634930 3.892533 -1.132157 0.151 0.114 0.169
C -2.050596 2.630903 -1.002982 -0.341 0.083 -0.276
N -1.043392 2.367476 -0.195143 0.317 0.554 0.448
C -0.546620 3.371366 0.550456 -1.062 0.687 -0.726
C 0.555689 3.069645 1.430465 1.147 0.098 1.041
N 1.013036 1.804989 1.446552 -0.366 0.852 -0.060
C 2.019689 1.515739 2.245994 0.422 -0.127 0.333
C 2.646413 2.440134 3.081884 -0.198 0.280 -0.089
C 2.196945 3.740055 3.083686 -0.108 -0.194 -0.154
C 1.129651 4.077226 2.245427 0.112 -1.060 -0.227
C 0.595316 5.405649 2.180954 0.015 1.395 0.440
N 1.044416 6.428843 2.890412 0.351 -0.769 0.075
H -2.553724 5.931221 -0.436056 -0.035 0.072 -0.009
H -3.457770 4.037346 -1.813687 -0.070 -0.026 -0.070
H -2.413454 1.793080 -1.579715 0.044 -0.048 0.024
H 2.347285 0.488802 2.220297 -0.077 0.068 -0.046
H 3.466390 2.125346 3.708824 0.043 -0.027 0.030
H 2.640568 4.500137 3.707856 0.024 0.089 0.048

---

Entry 3:
18
Properties=species:S:1:pos:R:3:forces:R:3 method="wB97M-V/def2-TZVPD" e_homo_ev="-10.6 / -14.4" multiplicity=3 charge=+1 total_energy_ev=-26371.659 lumo_ev="-4.1 / -8.5" s2=2.0246
C 1.352542 0.795048 1.198789 1.812 -3.107 1.591
C 0.629749 -1.054384 -0.168891 2.954 -2.441 4.550
C -1.824818 0.594782 -1.474340 2.183 1.180 2.699
C 1.904472 -0.328447 0.307099 -3.499 3.624 -2.077
C -0.282948 2.002692 -0.108478 1.047 -1.630 2.125
N 0.595888 1.707809 0.775594 -1.308 1.789 -1.760
N 0.131394 -0.525313 -1.239029 -3.593 1.582 -3.013
N 0.236141 -2.050581 0.699799 -1.866 1.808 -2.524
O -1.404310 1.278789 -0.236363 -0.822 -0.627 -0.999
O -1.260533 -0.661617 -1.479292 3.265 -2.866 1.655
Cl 2.858392 0.467457 -1.014990 -0.253 -0.644 0.040
H 1.740740 0.840889 2.215247 0.034 0.068 -0.203
H -2.801793 0.337621 -1.257938 -2.388 0.400 -0.520
H -1.442715 1.117677 -2.281347 -0.162 1.366 -1.921
H 2.512141 -0.966339 0.770554 2.446 -2.401 2.099
H -0.007256 2.876497 -0.582187 -0.824 2.123 -1.620
H 0.554759 -2.102319 1.663711 0.348 0.127 -0.330
H -0.736736 -2.348983 0.545827 0.625 -0.350 0.207

---

Entry 4:
58
Properties=species:S:1:pos:R:3:forces:R:3 method="wB97M-V/def2-TZVPD" e_homo_ev=-8.2 de_lowest_ev=0.264 charge=0 total_energy_ev=-44389.453 lumo_ev=0.7
C -4.686133 -2.956650 -1.326934 0.388 0.049 0.140
C -3.223180 -3.335197 -1.151554 -0.254 -0.168 -0.490
H -3.121927 -4.376342 -0.836294 0.027 0.135 -0.052
H -2.683646 -3.175652 -2.091015 -0.042 -0.102 0.164
O -2.581537 -2.577008 -0.124273 -0.055 -0.129 0.354
C -2.098549 -1.377710 -0.468227 0.241 0.225 -0.076
O -2.241020 -0.897112 -1.561809 -0.052 -0.027 -0.104
C -1.361966 -0.707809 0.688721 0.026 0.071 0.291
C -0.502717 0.437024 0.141143 0.063 -0.248 -0.303
C 0.675087 -0.096651 -0.688765 -0.142 0.207 -0.101
N 1.503423 -1.060312 0.007053 0.173 -0.129 -0.029
C 0.697228 -2.155505 0.497053 -0.129 -0.082 0.265
C -0.457498 -1.717229 1.409566 0.134 -0.108 -0.260
H -1.035501 -2.590313 1.712916 -0.005 0.035 0.092
H -0.051688 -1.248361 2.308967 -0.044 0.046 0.061
H 1.344682 -2.857393 1.029424 -0.038 -0.039 -0.066
H 0.285872 -2.671652 -0.377391 0.000 -0.099 0.032
C 2.388164 -0.472160 1.004573 0.072 -0.058 -0.160
C 3.393146 0.416456 0.349098 0.213 0.065 0.049
C 4.379800 0.045591 -0.540563 -0.233 0.120 0.188
N 5.034524 1.165814 -0.900306 -0.477 -0.361 0.103
N 4.539116 2.238690 -0.289067 0.116 0.812 0.027
C 3.540007 1.815748 0.468071 0.154 -0.398 -0.088
C 2.740024 2.764339 1.289962 0.054 -0.055 -0.056
H 1.708407 2.797350 0.939991 -0.103 0.055 0.047
H 2.740131 2.461732 2.336561 -0.058 0.056 0.066
H 3.170478 3.757940 1.206558 -0.020 0.087 0.032
C 6.174755 1.279744 -1.767612 0.573 0.024 -0.089
C 7.468412 0.922003 -1.038955 -0.202 0.074 -0.126
H 7.603117 1.575208 -0.180621 0.029 0.047 0.074
H 8.317283 1.039944 -1.706741 0.128 -0.008 -0.052
H 7.437177 -0.107790 -0.690506 0.037 -0.086 0.033
H 6.030800 0.621272 -2.629327 -0.046 0.128 0.056
H 6.211710 2.316430 -2.108658 -0.098 -0.159 -0.028
H 4.633537 -0.916551 -0.936368 0.078 -0.228 -0.133
H 1.852740 0.101627 1.777350 0.058 -0.052 0.060
H 2.907044 -1.300048 1.499640 -0.129 0.066 0.083
H 1.307940 0.734504 -1.006161 -0.053 -0.029 -0.082
H 0.283306 -0.584726 -1.585311 0.016 0.101 -0.013
H -1.111255 1.080759 -0.493846 0.035 0.077 0.059
H -0.124188 1.026756 0.978401 -0.051 0.056 0.102
C -2.431313 -0.184546 1.683403 0.033 -0.074 -0.211
C -3.460801 0.684894 1.022891 -0.093 0.057 0.193
C -3.241196 2.043685 0.830067 -0.090 -0.058 0.003
C -4.173710 2.831813 0.180721 -0.062 0.037 -0.060
C -5.346225 2.256603 -0.279188 0.128 -0.151 0.106
C -5.597362 0.909344 -0.080365 -0.048 0.103 -0.066
C -4.654634 0.136541 0.571418 0.055 0.094 0.042
H -4.853833 -0.910899 0.739623 -0.011 -0.136 0.009
H -6.520021 0.473297 -0.430619 -0.093 -0.010 -0.037
Cl -6.516823 3.233899 -1.095020 -0.148 0.126 -0.104
H -3.993537 3.884928 0.031660 -0.017 0.096 -0.022
H -2.333871 2.499043 1.197540 0.115 0.039 0.039
H -1.918152 0.375796 2.468299 0.051 -0.073 0.016
H -2.919271 -1.048396 2.139536 0.016 0.022 0.075
H -4.765319 -1.917260 -1.635785 -0.051 0.052 -0.038
H -5.230694 -3.099001 -0.396295 -0.092 -0.026 0.067
H -5.130351 -3.586506 -2.092640 -0.077 -0.070 -0.079